A structure of composition C31H31F4MgN6O2Se. Source: the OMol25 dataset; level of theory: wB97M-V/def2-TZVPD.

Geometry as XYZ:
```
76
Properties=species:S:1:pos:R:3:forces:R:3
Mg 0.37704 -0.92570 -0.95992 0.086 -0.025 0.260
C -1.55734 -3.48663 -1.01401 0.009 -0.004 0.071
N -0.78674 -2.84263 0.04775 0.026 0.071 -0.091
C -1.66625 -2.45765 1.14849 0.057 0.007 -0.030
C 0.31654 -3.71198 0.52233 -0.143 0.051 -0.107
C 1.61553 -2.91818 0.61375 -0.088 0.236 -0.075
N 1.85059 -2.30961 -0.69556 0.195 -0.342 0.118
C 2.72990 -2.85111 -1.56362 -0.311 0.144 0.123
C 2.52005 -2.64006 -2.94958 -0.051 0.006 -0.091
F 1.38743 -1.99582 -3.32230 0.017 0.049 0.071
C 3.34856 -3.10550 -3.93629 -0.089 0.035 -0.045
F 3.01519 -2.85559 -5.21863 0.065 -0.040 -0.014
C 4.48026 -3.85258 -3.65445 0.020 0.045 -0.036
C 4.70916 -4.08838 -2.31697 0.033 -0.073 0.176
F 5.80240 -4.79436 -1.94552 -0.025 0.027 -0.075
C 3.88476 -3.62417 -1.31069 0.140 0.010 0.085
F 4.28003 -3.88502 -0.03716 -0.057 0.015 -0.002
H -1.99324 -4.43922 -0.67995 -0.015 -0.035 0.029
H -2.36122 -2.82621 -1.33715 0.008 0.002 0.017
H -0.90955 -3.67713 -1.87001 -0.003 0.000 0.003
H -2.18838 -3.33149 1.56476 -0.021 -0.030 0.017
H -1.08434 -1.98604 1.94110 -0.004 -0.031 -0.032
H -2.40200 -1.73465 0.79625 -0.006 -0.003 0.001
H 0.03753 -4.16784 1.48051 0.045 -0.026 0.041
H 0.44965 -4.51915 -0.20104 0.044 -0.017 -0.008
H 1.49013 -2.11989 1.35983 0.041 -0.072 -0.083
H 2.41532 -3.55798 0.97416 0.066 -0.093 -0.019
H 5.14828 -4.20423 -4.42501 -0.018 -0.006 0.008
O -2.58081 0.95267 -0.42363 -0.002 -0.053 -0.089
C -1.70290 1.04928 0.41981 0.316 -0.130 -0.069
N -1.74461 1.97908 1.44103 -0.056 0.111 -0.051
C -0.70396 1.75122 2.41270 -0.051 -0.011 0.081
C 0.09086 0.64724 1.66406 0.107 -0.140 -0.329
O 1.13059 0.18310 2.09703 0.047 -0.065 0.034
N -0.53722 0.29954 0.51083 -0.385 0.419 0.372
C -1.28369 1.23788 3.73510 0.048 0.033 0.017
C -0.90484 0.03404 4.31655 -0.058 -0.009 0.019
C -1.48624 -0.38663 5.51030 0.020 0.026 -0.051
C -2.44567 0.38941 6.13947 0.012 0.047 -0.052
C -2.82056 1.60205 5.57052 0.033 -0.048 0.002
C -2.23879 2.01943 4.38485 -0.018 0.047 0.001
C 0.19979 2.96273 2.62979 -0.076 -0.036 -0.004
C 0.17106 4.03867 1.75248 0.039 0.043 -0.042
C 1.03529 5.11423 1.92466 -0.014 -0.049 0.023
C 1.93953 5.12137 2.97536 -0.033 -0.068 0.022
C 1.97431 4.04408 3.85362 -0.011 0.017 -0.043
C 1.11064 2.97363 3.68206 0.021 -0.027 0.043
H -2.62649 2.41271 1.65507 0.010 -0.064 0.052
H -0.14076 -0.56619 3.84275 0.018 -0.019 0.010
H -1.17946 -1.32891 5.94763 0.002 0.005 -0.009
H -2.89422 0.05969 7.06836 -0.001 0.002 -0.011
H -3.56228 2.22425 6.05599 0.005 0.003 -0.007
H -2.52293 2.97897 3.96396 0.016 -0.016 -0.002
H -0.51745 4.02304 0.91779 0.003 -0.001 0.011
H 1.00871 5.94015 1.22483 -0.006 -0.008 0.001
H 2.62075 5.95316 3.10463 -0.009 -0.003 0.003
H 2.68513 4.03211 4.67058 -0.004 0.004 -0.003
H 1.15261 2.12972 4.35986 0.000 0.023 -0.018
Se 3.11305 1.93448 -3.88094 -0.204 -0.110 0.139
C 2.13065 1.13593 -2.59720 0.147 0.251 -0.094
N 1.46889 0.65392 -1.76945 0.059 -0.104 -0.250
C -3.13380 1.30744 -4.25124 -0.001 0.027 -0.048
C -1.61472 1.27611 -4.04148 0.048 -0.207 0.236
C -1.14765 2.54919 -3.32155 -0.040 -0.039 -0.031
C -0.85529 1.09911 -5.36148 -0.046 0.011 -0.030
C -1.32549 0.11019 -3.18138 -0.025 0.054 -0.144
N -1.11232 -0.81075 -2.53163 0.026 0.170 -0.095
H -3.37739 2.17776 -4.86302 -0.029 -0.010 -0.001
H -3.65210 1.38804 -3.29507 0.022 0.006 -0.012
H -3.48104 0.41087 -4.76761 0.009 0.013 0.010
H -1.44296 3.40050 -3.93926 0.039 0.012 0.035
H -0.06546 2.55751 -3.20265 0.007 0.006 0.004
H -1.61997 2.63479 -2.34376 -0.018 -0.012 0.030
H -1.07887 1.95594 -6.00066 0.012 -0.021 -0.009
H -1.16329 0.18774 -5.87716 0.007 0.019 0.014
H 0.22210 1.06830 -5.19355 -0.003 0.000 0.026
```
Forces are in eV/Å.

Properties
HOMO energy	-0.1635	Eh
charge	-1
F_max	0.0132	Eh/bohr

=====

A structure of composition C13H30CuN2O7 at a distorted geometry. Source: the OMol25 dataset; level of theory: wB97M-V/def2-TZVPD.

Geometry as XYZ:
```
53
Properties=species:S:1:pos:R:3:forces:R:3
Cu 0.97692 0.79654 1.66760 0.047 0.347 0.065
C 3.46370 4.02341 3.19995 -1.766 0.866 7.578
O 2.33329 4.30875 2.89924 -6.006 1.057 -6.634
O 3.63187 3.00278 3.82093 3.172 -8.172 -0.830
O 3.86106 4.93406 3.96272 4.523 5.894 -0.191
C 2.36087 -2.97965 -2.30647 -0.942 -1.975 -0.661
O 2.17465 -1.69096 -2.70055 0.917 2.176 0.240
C 3.30409 -0.88252 -2.34811 -0.682 2.211 -1.005
C 3.02546 0.65529 -2.85425 -0.708 -3.405 0.644
N 1.73533 1.19678 -2.39720 1.025 0.803 0.081
C 1.84264 2.61936 -2.68477 -0.277 0.395 -0.149
C 0.55871 3.41115 -2.50121 1.093 -0.796 2.183
O -0.45441 3.00527 -3.35972 -1.241 0.017 0.103
C -0.44835 3.53576 -4.64476 0.330 -0.123 -0.468
H 3.07882 -3.51221 -2.93018 0.928 0.111 0.212
H 1.45808 -3.50797 -2.61295 -0.407 -0.070 0.506
H 2.53168 -3.12808 -1.24021 0.169 0.106 0.099
H 4.20291 -1.24226 -2.84891 0.115 -0.109 -0.455
H 3.56542 -0.92907 -1.29092 -0.616 0.108 0.331
H 3.04615 0.59806 -3.94255 0.209 0.095 -0.320
H 3.86510 1.26613 -2.52264 -0.225 0.063 0.177
H 0.91383 0.86109 -2.87944 0.255 -0.661 -0.201
H 2.12334 2.81128 -3.72037 0.559 -0.134 -0.507
H 2.65893 2.96976 -2.05312 -0.230 0.564 0.056
H 0.80913 4.46929 -2.42557 -0.344 0.356 -0.730
H 0.22800 3.15240 -1.49534 -0.360 0.036 0.095
H -1.25797 3.09215 -5.22426 0.147 -0.395 0.087
H 0.52239 3.29310 -5.07706 -0.037 0.263 -0.658
H -0.64669 4.60572 -4.70756 0.286 0.347 0.384
C 1.39222 -2.56608 3.50452 1.188 -1.132 -0.741
O 0.21502 -2.20416 2.89698 -0.399 1.016 -1.799
C -0.93680 -2.49754 3.62464 0.759 -0.215 0.656
C -2.22197 -2.08467 2.92848 0.679 0.608 1.195
N -2.30034 -0.62871 3.02218 -1.051 0.566 -1.473
C -3.66398 -0.12993 2.64688 1.530 -1.111 -0.262
C -4.06613 -0.54132 1.22493 0.209 0.315 0.665
O -4.38322 -1.93820 1.10664 -0.640 1.419 -0.827
C -4.80305 -2.23714 -0.24301 0.782 -1.516 1.240
H 1.44578 -3.65474 3.51170 0.071 -0.496 0.395
H 1.63568 -2.21253 4.50643 -0.544 0.476 0.186
H 2.19701 -2.27434 2.82975 0.022 0.327 0.124
H -0.70054 -1.93310 4.52669 -1.183 -0.036 0.851
H -0.88942 -3.56046 3.86140 -0.454 -0.382 0.167
H -3.10299 -2.41813 3.47684 -0.008 -1.068 0.110
H -2.26003 -2.49883 1.92095 0.078 0.416 0.026
H -2.13988 -0.37271 3.98593 0.156 0.087 0.069
H -3.60876 0.95675 2.71144 -0.319 -0.023 -0.048
H -4.40452 -0.54641 3.32971 -0.399 0.124 0.229
H -3.27275 -0.25092 0.53622 0.205 -0.137 -0.153
H -4.93739 0.07290 0.99744 -0.337 -0.099 -0.292
H -5.32045 -3.18798 -0.11531 -0.469 0.131 -0.264
H -3.91562 -2.51946 -0.80946 0.112 0.518 -0.422
H -5.42291 -1.50755 -0.76414 0.076 0.234 0.338
```
Forces are in eV/Å.

Properties
HOMO energy	-0.0578	Eh
charge	-1
F_max	0.1752	Eh/bohr

=====

A structure of composition C28H35N5P2PdS at a distorted geometry. Source: the OMol25 dataset; level of theory: wB97M-V/def2-TZVPD.

Geometry as XYZ:
```
72
Properties=species:S:1:pos:R:3:forces:R:3
Pd 0.18263 1.05507 -1.01506 -0.080 -1.209 2.996
C -1.37706 1.51284 -2.24923 -1.574 -1.137 -0.152
C -1.22884 0.11630 -2.36486 -0.770 0.771 -0.110
C -0.37609 -0.48713 -3.44515 -0.195 -0.107 -0.417
C 1.00983 0.21726 -3.68862 -0.112 -0.778 -0.464
C 1.62703 0.96784 -2.55412 0.394 1.628 0.432
C 1.34314 2.29275 -2.13620 1.877 -0.242 -1.509
C 0.39234 3.22414 -2.81248 -0.140 0.389 0.053
C -0.90173 2.51731 -3.24659 -0.001 0.882 -0.389
C 1.24353 0.60092 2.14463 -1.333 0.512 -0.041
H -2.18587 1.85764 -1.59598 0.275 -0.124 -0.325
H -1.94972 -0.54569 -1.86582 0.298 0.414 -0.308
H -0.97323 -0.45649 -4.37600 0.391 -0.071 0.105
H -0.21305 -1.56210 -3.24811 -0.051 0.364 0.022
H 1.71322 -0.59023 -3.92045 -0.081 0.157 -0.274
H 0.94991 0.85472 -4.57108 -0.033 -0.022 -0.042
H 2.55949 0.56549 -2.16358 -0.207 0.022 -0.117
H 2.15209 2.73925 -1.56684 -0.256 0.167 -0.087
H 0.89139 3.75440 -3.63416 -0.168 -0.175 -0.169
H 0.12814 4.02003 -2.10545 0.016 -0.106 0.040
H -1.67501 3.28758 -3.32424 -0.019 -0.090 -0.228
H -0.78674 2.07957 -4.23208 -0.017 -0.129 -0.178
H 0.47058 1.30623 1.74653 0.653 -0.532 0.395
H 2.11124 1.19112 2.45622 -0.072 -0.310 -0.367
H 0.82767 0.13999 3.03599 -0.023 -0.304 0.086
P 1.65685 -0.51333 0.74803 0.792 2.427 -0.966
P -1.92469 -0.48412 1.17970 1.428 1.984 -0.763
N 3.22622 0.42795 0.10972 1.267 0.268 0.355
N 2.49569 -1.75123 1.57925 1.101 -0.402 0.651
N -3.15630 0.63174 0.47856 -0.193 0.421 -1.006
N -2.91713 -1.62052 1.91779 -0.452 -1.544 0.425
C 0.57616 -1.59527 -0.20974 -1.102 -0.991 -0.479
C -0.86533 -1.85132 0.27187 -0.486 -1.268 -1.084
C 3.24256 1.81022 0.26190 0.757 -0.284 -0.268
C 4.39708 2.34372 -0.30251 -1.005 -0.756 0.593
C 5.13000 1.24723 -0.82753 -0.451 -0.323 0.183
C 4.40782 0.08724 -0.56547 -0.231 0.587 0.351
C 3.31096 -1.37797 2.65101 0.732 -1.683 -0.383
C 4.17767 -2.42397 2.93542 -1.045 0.959 -0.372
C 3.88776 -3.48478 2.02703 -0.631 0.453 -0.281
C 2.86447 -3.05785 1.20705 0.524 0.235 0.261
C -3.03169 2.03879 0.61435 -1.106 -0.087 -0.338
C -4.00937 2.68551 -0.14158 0.775 -1.374 0.532
C -4.73020 1.65399 -0.83152 0.800 -0.607 0.593
C -4.17514 0.43292 -0.47308 -0.021 0.897 0.359
C -4.05615 -2.22825 1.39731 0.327 -0.251 1.672
C -4.57326 -3.04761 2.38533 0.973 0.666 -0.258
C -3.67143 -3.00756 3.51297 0.483 0.671 -1.502
C -2.60845 -2.19305 3.16594 -1.866 -0.274 -0.500
H 1.08996 -2.56370 -0.25112 -0.321 0.062 0.057
H 0.56447 -1.26981 -1.27384 0.132 0.094 0.868
H -1.47515 -2.05158 -0.62710 0.035 -0.211 0.135
H -0.90621 -2.79020 0.85731 -0.110 0.591 0.121
H 2.43325 2.32993 0.75618 0.130 -0.079 -0.220
H 4.63702 3.39742 -0.29915 0.122 -0.135 -0.094
H 6.08066 1.33598 -1.32946 -0.011 -0.259 -0.041
H 4.67498 -0.93930 -0.78748 -0.205 0.135 0.100
H 3.21199 -0.40789 3.08731 0.169 0.088 0.152
H 4.91260 -2.39157 3.71183 0.208 -0.144 0.210
H 4.35514 -4.45911 1.98575 -0.065 0.140 -0.001
H 2.39667 -3.58670 0.38440 0.179 0.182 0.299
H -2.33013 2.48068 1.29592 0.176 -0.142 0.042
H -4.17914 3.76036 -0.18806 0.110 -0.440 0.066
H -5.56812 1.78935 -1.49293 -0.006 -0.066 -0.081
H -4.47846 -0.55491 -0.77244 0.065 0.123 -0.105
H -4.34057 -2.02102 0.38715 -0.364 -0.055 0.050
H -5.48147 -3.59833 2.29351 -0.320 -0.290 0.053
H -3.78202 -3.49119 4.45311 -0.042 -0.417 0.378
H -1.70129 -1.97931 3.69724 0.016 0.186 0.051
S -1.99479 0.69544 5.34906 -0.132 -0.191 0.516
C -1.94680 0.47151 3.81028 0.953 0.642 -2.784
N -1.76162 0.46270 2.59347 -0.863 0.491 3.501
```
Forces are in eV/Å.

Properties
expectation value of S²	2.01
multiplicity	3
HOMO energy (alpha / beta)	-0.1847 / -0.2414	Eh
F_max	0.0708	Eh/bohr

=====

A structure of composition C3H9NO2 at a distorted geometry. Source: the OMol25 dataset; level of theory: wB97M-V/def2-TZVPD.

Geometry as XYZ:
```
15
Properties=species:S:1:pos:R:3:forces:R:3
C 0.74676 -0.62564 -0.02370 -1.415 0.021 -0.632
C -0.60956 -0.24401 -0.04762 0.632 -1.634 -0.999
C -1.24227 0.23132 -1.33174 -0.030 0.274 0.206
N 0.96039 1.10388 1.54779 -0.534 -1.071 -0.181
O 1.57110 -0.27559 -1.02824 -0.135 0.129 0.638
O -1.44410 -1.03550 0.77785 -0.116 0.136 0.119
H 2.48970 -0.36786 -0.74053 -0.145 0.048 -0.033
H -1.93355 -1.66295 0.22704 0.184 0.125 0.060
H 1.12103 -1.30893 0.72868 -0.062 0.106 -0.008
H -0.12521 0.84411 0.87400 2.611 1.058 0.940
H 1.79723 1.69187 1.57430 -0.934 0.467 -0.072
H 0.90564 0.59342 2.43146 -0.086 0.360 -0.137
H -0.55285 0.84090 -1.91800 -0.037 -0.015 0.095
H -1.55365 -0.60851 -1.96568 0.031 -0.024 0.070
H -2.13066 0.82348 -1.10561 0.035 0.023 -0.067
```
Forces are in eV/Å.

Properties
HOMO energy	-0.2829	Eh
F_max	0.0578	Eh/bohr